Here is 3 unconnected molecules or ions with the total composition C19H37ClN3O10P at a distorted geometry from the OMol25 dataset. Energies are from the ωB97M-V functional and the def2-TZVPD basis.

Atoms and positions in Å:
C: 3.811 1.474 2.786
P: 2.814 0.221 3.737
O: 1.304 0.918 3.855
C: 2.716 -1.390 2.673
C: 3.785 -1.427 1.575
C: 4.171 -2.824 1.071
O: 3.599 -3.432 0.214
O: 3.076 -2.398 3.645
C: 2.023 -2.293 4.554
O: 2.070 -2.406 5.718
O: 0.894 -2.030 3.807
C: 1.280 -1.870 2.415
Cl: 0.989 -3.533 1.787
N: 0.328 -0.916 1.884
C: 0.796 -0.248 0.957
O: 1.192 0.492 0.160
H: 4.028 2.249 3.532
H: 4.777 1.087 2.460
H: 3.258 1.961 1.972
H: 1.151 1.475 3.077
H: 3.561 -0.766 0.730
H: 4.693 -1.008 2.029
H: 5.087 -3.273 1.513
C: -4.464 4.711 2.037
O: -4.093 4.265 0.746
C: -3.471 5.258 -0.060
C: -1.992 4.973 -0.246
N: -1.249 5.174 0.993
C: 0.118 4.659 0.970
C: 0.328 3.163 0.738
O: -0.112 2.336 1.810
C: -1.503 2.043 1.821
H: -5.111 3.953 2.477
H: -3.593 4.836 2.688
H: -5.021 5.651 1.988
H: -3.634 6.263 0.341
H: -3.954 5.216 -1.040
H: -1.594 5.642 -1.015
H: -1.905 3.943 -0.614
H: -1.744 4.724 1.750
H: 0.564 4.909 1.936
H: 0.683 5.211 0.211
H: 1.407 3.001 0.666
H: -0.090 2.819 -0.213
H: -1.910 1.964 0.811
H: -2.052 2.792 2.394
H: -1.634 1.085 2.325
C: -2.898 -4.283 -4.696
O: -1.575 -4.779 -4.625
C: -0.629 -4.032 -5.380
C: 0.308 -3.249 -4.479
N: -0.382 -2.150 -3.814
C: 0.374 -1.525 -2.731
C: 0.776 -2.387 -1.533
O: -0.304 -2.805 -0.717
C: -0.992 -3.951 -1.183
H: -3.558 -5.037 -4.270
H: -3.016 -3.359 -4.120
H: -3.201 -4.107 -5.732
H: -1.120 -3.378 -6.106
H: -0.035 -4.757 -5.944
H: 1.127 -2.845 -5.081
H: 0.735 -3.959 -3.759
H: -1.255 -2.490 -3.436
H: -0.240 -0.703 -2.352
H: 1.277 -1.074 -3.155
H: 1.405 -1.765 -0.891
H: 1.398 -3.243 -1.814
H: -0.326 -4.652 -1.690
H: -1.818 -3.670 -1.841
H: -1.425 -4.451 -0.314

Calculated values
F_max = 0.04887 hartree/bohr
Electronic energy = -67055.7302 eV
Spin multiplicity = 1
SMILES string = CP(O)[C@@]1(CC=O)OC(=O)O[C@@]1(Cl)N=C=O.COCCNCCOC.COCCNCCOC

---

Here is a molecular structure, C2H4BILaNO4 at a distorted geometry from the OMol25 dataset. Energies are from the ωB97M-V functional and the def2-TZVPD basis.

Atoms and positions in Å:
N: -1.470 -0.454 0.780
C: -0.513 -0.549 -0.336
I: -0.660 -2.465 -1.270
B: 0.875 -0.251 0.244
O: 1.772 -1.091 0.733
O: 1.133 1.180 0.296
C: -0.793 0.490 -1.378
O: -1.611 1.411 -1.174
O: -0.162 0.433 -2.420
H: -2.179 -1.170 0.697
H: -0.985 -0.720 1.629
H: 2.354 -1.381 0.015
H: 1.689 1.279 1.102
La: 0.550 3.287 1.081

Calculated values
Total charge = +2
F_max = 0.05813 hartree/bohr
Spin multiplicity = 1
Energy relative to the best compared isomer or geometry (same formula, charge and spin) = 1.206 eV

---

Here is a molecular structure, C30H39BCl2N5O4S3SiY at a distorted geometry from the OMol25 dataset. Energies are from the ωB97M-V functional and the def2-TZVPD basis.

Atoms and positions in Å:
Y: 0.063 0.227 1.801
C: 0.115 0.328 6.253
C: -0.080 0.822 4.842
N: -0.827 0.299 3.901
N: -2.061 -0.373 4.160
C: -3.014 -0.180 3.181
N: -4.279 -0.607 3.494
S: -2.655 0.581 1.673
C: 0.821 1.898 4.520
C: 1.629 2.669 5.419
C: 2.444 3.639 4.839
C: 2.663 3.656 3.458
C: 1.916 2.812 2.681
N: 1.011 1.964 3.188
H: -0.331 -0.640 6.385
H: 1.175 0.333 6.477
H: -0.359 1.045 6.946
H: -1.886 -1.355 4.405
H: -4.394 -1.120 4.363
H: -4.901 -0.872 2.727
H: 1.609 2.532 6.506
H: 2.945 4.379 5.463
H: 3.394 4.308 3.029
H: 2.067 2.740 1.618
Cl: -0.360 2.940 0.185
C: -1.562 4.249 0.680
Cl: -0.906 5.305 1.920
H: -2.448 3.731 1.065
H: -1.758 4.790 -0.236
C: 4.218 -1.445 -0.270
Si: 4.055 0.025 0.886
C: 5.720 0.270 1.805
C: 3.914 1.543 -0.269
C: 2.750 -0.055 2.196
H: 4.914 -1.216 -1.086
H: 3.262 -1.705 -0.746
H: 4.610 -2.321 0.281
H: 6.589 0.094 1.159
H: 5.758 -0.487 2.612
H: 5.809 1.296 2.232
H: 4.754 1.502 -0.978
H: 3.983 2.465 0.294
H: 2.948 1.555 -0.813
H: 3.176 0.626 2.948
H: 2.663 -1.041 2.634
C: -2.697 2.653 -6.420
C: -2.240 1.189 -6.666
C: -3.487 0.284 -6.626
C: -1.652 1.151 -8.122
C: -1.233 0.725 -5.558
C: 0.123 0.497 -5.839
C: 1.027 0.106 -4.807
C: 0.560 0.061 -3.499
O: 1.241 -0.060 -2.275
B: 0.284 -0.019 -1.227
O: -0.974 0.203 -1.850
C: -0.776 0.240 -3.233
C: -1.666 0.600 -4.198
H: -3.416 2.942 -7.194
H: -1.829 3.331 -6.452
H: -3.145 2.805 -5.441
H: -4.128 0.473 -7.480
H: -4.045 0.414 -5.705
H: -3.161 -0.741 -6.677
H: -2.408 1.389 -8.866
H: -1.291 0.140 -8.359
H: -0.832 1.868 -8.258
H: 0.502 0.608 -6.849
H: 2.064 -0.098 -5.101
H: -2.659 0.872 -3.899
O: -0.431 -2.955 3.699
S: -0.210 -2.840 2.266
O: 1.018 -2.070 1.877
N: -1.359 -1.963 1.499
C: -2.307 -2.700 0.863
S: -3.759 -2.168 0.195
C: -1.927 -4.108 0.887
C: -2.850 -5.164 0.722
C: -2.457 -6.460 1.054
C: -1.135 -6.688 1.492
C: -0.221 -5.653 1.698
C: -0.673 -4.357 1.433
H: -3.826 -4.865 0.361
H: -3.122 -7.311 0.977
H: -0.850 -7.688 1.757
H: 0.794 -5.850 1.994

Calculated values
F_max = 0.08615 hartree/bohr
Spin multiplicity = 1
Energy relative to the best compared isomer or geometry (same formula, charge and spin) = 0.650 eV

---

Here is a single C5H11NO2 molecule from the OMol25 dataset. Energies are from the ωB97M-V functional and the def2-TZVPD basis.

Atoms and positions in Å:
C: -1.062 0.014 2.327
N: -0.225 0.181 1.166
C: 0.903 1.079 1.292
C: -0.693 -0.193 -0.070
O: -1.287 -1.240 -0.245
C: -0.372 0.654 -1.284
C: 0.925 0.230 -1.995
O: 1.580 -0.855 -1.346
H: -0.491 -0.300 3.201
H: -1.594 0.922 2.615
H: -1.772 -0.780 2.115
H: 0.779 1.702 2.180
H: 1.074 1.666 0.394
H: 1.849 0.538 1.436
H: -1.198 0.511 -1.968
H: -0.329 1.727 -1.090
H: 0.776 0.059 -3.063
H: 1.689 1.007 -1.981
H: 1.165 -1.689 -1.591

Calculated values
F_max = 0.01941 hartree/bohr
Spin multiplicity = 1
SMILES string = CN(C)C(=O)CCO
Energy relative to the best compared isomer or geometry (same formula, charge and spin) = 1.324 eV

---

Here is a molecular structure, C21H19LuN4O5S from the OMol25 dataset. Energies are from the ωB97M-V functional and the def2-TZVPD basis.

Atoms and positions in Å:
Lu: -0.334 0.692 0.269
O: 3.504 -0.422 1.642
C: 2.515 -0.310 0.925
N: 1.246 -0.658 1.171
C: 1.004 -1.129 2.512
C: -0.477 -1.266 2.772
C: -0.940 -1.853 3.947
C: -2.299 -1.944 4.159
C: -3.179 -1.436 3.208
C: -2.652 -0.839 2.087
N: -1.328 -0.758 1.875
C: 2.695 0.315 -0.455
C: 3.966 0.535 -0.959
C: 4.076 1.080 -2.227
C: 2.931 1.411 -2.936
C: 1.701 1.207 -2.341
N: 1.593 0.665 -1.124
H: 1.418 -0.447 3.269
H: 1.495 -2.086 2.724
H: -0.230 -2.237 4.668
H: -2.682 -2.404 5.060
H: -4.251 -1.488 3.337
H: -3.277 -0.395 1.321
H: 4.815 0.269 -0.346
H: 5.052 1.250 -2.664
H: 2.982 1.836 -3.929
H: 0.775 1.482 -2.832
C: -0.955 8.887 2.920
C: -0.888 7.449 2.495
C: 0.325 6.861 2.149
C: 0.390 5.540 1.734
C: -0.779 4.797 1.676
C: -2.003 5.354 2.023
C: -2.046 6.677 2.427
S: -0.729 3.152 1.101
O: -1.888 2.429 1.636
O: 0.524 2.508 1.560
N: -0.667 2.965 -0.439
C: -1.889 2.978 -1.254
C: -2.077 1.632 -1.979
O: -2.403 1.585 -3.140
O: -1.831 0.576 -1.221
H: 0.037 9.292 3.116
H: -1.551 9.011 3.825
H: -1.414 9.498 2.140
H: 1.238 7.441 2.207
H: 1.342 5.098 1.473
H: -2.901 4.752 1.991
H: -2.997 7.116 2.705
H: -1.821 3.749 -2.021
H: -2.792 3.158 -0.660

Calculated values
F_max = 0.01367 hartree/bohr
Spin multiplicity = 1
Energy relative to the best compared isomer or geometry (same formula, charge and spin) = 0.000 eV

---

Here is a single C3H3NOS molecule at a distorted geometry from the OMol25 dataset. Energies are from the ωB97M-V functional and the def2-TZVPD basis.

Atoms and positions in Å:
C: -1.612 -0.158 -0.019
C: -0.425 0.584 -0.305
O: -0.191 1.608 -0.829
S: 1.226 -0.376 0.597
C: 2.853 -0.308 0.240
N: 3.982 -0.435 0.067
H: -2.461 0.379 -0.446
H: -1.730 -0.121 1.104
H: -1.641 -1.173 -0.407

Calculated values
F_max = 0.08789 hartree/bohr
Spin multiplicity = 1
SMILES string = CC(=O)SC#N
Energy relative to the best compared isomer or geometry (same formula, charge and spin) = 1.337 eV